The following is a quantum chemistry calculation of a molecular structure, C55H60CaGeN5O2P2S, from the Open Molecules 2025 dataset.

Output
Maximum force: 0.044 Eh/bohr
E: -6391.444362 Eh
Orbital gap: 8.2 eV
2S+1: 1
E_HOMO: -10.40 eV
LUMO energy: -2.222 eV
Energy relative to the best compared isomer or geometry (same formula, charge and spin): 0.709 eV
Charge: +1

CARTESIAN COORDINATES (ANGSTROEM)
Ca: 0.07368 0.68388 0.63521
C: -5.35031 7.41106 -0.12440
S: -3.74618 7.34036 -0.94290
C: -3.09640 5.86967 -0.11966
C: -1.80160 5.43092 -0.78423
C: -1.29728 4.08771 -0.26768
N: -2.25123 2.91547 -0.32508
P: -2.08760 2.22700 1.30061
C: -2.82133 3.51523 2.35010
C: -4.17582 3.82864 2.25501
C: -4.71349 4.82602 3.04926
C: -3.90368 5.51406 3.94745
C: -2.55848 5.19803 4.05696
C: -2.01906 4.19706 3.25839
C: -3.26208 0.86191 1.53185
C: -4.48493 0.70078 0.89386
C: -5.30891 -0.36385 1.21655
C: -4.92610 -1.26889 2.19813
C: -3.72346 -1.09871 2.86716
C: -2.89153 -0.04007 2.53267
P: -1.67164 1.86893 -1.67324
C: -1.94114 2.98843 -3.08449
C: -3.05639 3.81979 -3.18157
C: -3.25399 4.58882 -4.31559
C: -2.34153 4.53272 -5.36387
C: -1.23047 3.71010 -5.27336
C: -1.02947 2.94193 -4.13320
C: -2.92428 0.60836 -2.08326
C: -2.46297 -0.70105 -2.17891
C: -3.30682 -1.72242 -2.60591
C: -4.61559 -1.43524 -2.94848
C: -5.07820 -0.12227 -2.88782
C: -4.23765 0.88919 -2.46902
H: -5.89418 8.25443 -0.54444
H: -5.23594 7.56542 0.94810
H: -5.91653 6.49797 -0.30835
H: -3.84538 5.07791 -0.18990
H: -2.93399 6.08418 0.94008
H: -1.01073 6.15435 -0.56490
H: -1.92001 5.41997 -1.86288
H: -1.01902 4.24735 0.77864
H: -0.36374 3.83155 -0.79003
H: -4.81091 3.29116 1.56121
H: -5.76567 5.06728 2.97351
H: -4.32670 6.29282 4.56814
H: -1.93072 5.72527 4.76249
H: -0.96755 3.94646 3.34509
H: -4.80222 1.41472 0.15620
H: -6.25294 -0.48518 0.70155
H: -5.57034 -2.10183 2.44685
H: -3.42704 -1.79078 3.64395
H: -1.94740 0.07622 3.05362
H: -3.74938 3.89523 -2.35295
H: -4.11050 5.24717 -4.37414
H: -2.49418 5.14049 -6.24567
H: -0.51682 3.66804 -6.08519
H: -0.15886 2.29923 -4.06440
H: -1.44366 -0.94057 -1.90616
H: -2.93163 -2.73519 -2.66993
H: -5.27738 -2.22642 -3.27587
H: -6.09473 0.10974 -3.17853
H: -4.60724 1.90731 -2.45908
C: 2.74531 2.54887 0.23255
N: 2.42953 1.10395 0.42971
C: 2.97780 0.71039 1.77167
N: 4.40040 0.96305 1.87089
C: 4.64158 2.38925 1.64490
N: 4.16425 2.82348 0.32690
C: 4.85780 2.02717 -0.69395
N: 4.61864 0.59257 -0.51985
C: 3.19425 0.34480 -0.60580
C: 5.08214 0.19991 0.81652
H: 2.21423 3.12936 0.99394
H: 2.38410 2.84639 -0.75530
H: 2.77706 -0.34806 1.93718
H: 2.45374 1.28481 2.54133
H: 5.71108 2.58644 1.71343
H: 4.13122 2.96560 2.41873
H: 5.92785 2.22017 -0.62216
H: 4.51296 2.33368 -1.68296
H: 3.00170 -0.72207 -0.47286
H: 2.82705 0.64838 -1.58892
H: 6.15440 0.38129 0.88688
H: 4.89905 -0.86663 0.95993
O: -0.30194 -1.26172 0.10179
C: 0.03496 -1.65412 1.27935
O: 0.22391 -0.80717 2.20436
C: 0.37203 -3.09439 1.48523
C: 1.91088 -3.18899 1.36819
Ge: 2.68585 -4.74711 0.47224
C: 1.91730 -4.90564 -1.30338
C: 1.25742 -3.82448 -1.89024
C: 0.82140 -3.88937 -3.20811
C: 1.03563 -5.03784 -3.95603
C: 1.68553 -6.12328 -3.38451
C: 2.12541 -6.05431 -2.06991
C: 2.39782 -6.29786 1.59664
C: 1.63400 -7.38837 1.18124
C: 1.38271 -8.44839 2.04366
C: 1.88945 -8.42939 3.33389
C: 2.64173 -7.34615 3.76673
C: 2.88920 -6.28685 2.90521
C: 4.55040 -4.20903 0.27521
C: 4.87457 -3.31386 -0.74706
C: 6.16126 -2.80465 -0.86792
C: 7.14749 -3.19333 0.02862
C: 6.84439 -4.09252 1.04086
C: 5.55445 -4.59427 1.16324
H: -0.15164 -3.69213 0.74060
H: 0.06665 -3.40551 2.48342
H: 2.36273 -3.11953 2.35940
H: 2.30042 -2.33479 0.80266
H: 1.05610 -2.92758 -1.31262
H: 0.31435 -3.04224 -3.65427
H: 0.69769 -5.08806 -4.98289
H: 1.85484 -7.02080 -3.96498
H: 2.65012 -6.90333 -1.64651
H: 1.22335 -7.41410 0.17937
H: 0.78902 -9.28869 1.70774
H: 1.69554 -9.25622 4.00458
H: 3.03186 -7.32581 4.77616
H: 3.46621 -5.44207 3.26505
H: 4.11963 -3.01724 -1.46917
H: 6.39523 -2.11263 -1.66728
H: 8.15301 -2.80441 -0.06728
H: 7.61367 -4.40863 1.73360
H: 5.34056 -5.30384 1.95284

Here are the Löwdin charges for atoms 1 to 4, given in e:
1. Ca 1.2324
2. C -0.4164
3. S 0.8182
4. C -0.5280